8
Properties=species:S:1:pos:R:3:nbo_charge:R:1 method="wB97M-V/def2-TZVPD" total_charge=-1 e_homo_ev=-5.21 e_tot_ev=-31925.7935 orbital_gap_ev=8.94 relative_energy_ev=0.000 lumo_ev=3.730
O -0.00232 0.02668 1.99358 -1.02
O -1.05903 0.53834 -0.24450 -0.96
O 0.96423 -0.96586 -0.85736 -0.94
O -1.39238 -1.36722 -1.69101 -0.97
O 1.09213 1.64563 0.57058 -1.02
S -0.69461 -1.00795 -0.46899 1.72
S -0.18928 1.25341 1.18845 1.68
H 1.28126 -0.12303 -0.49075 0.50